Record 1
15
Properties=species:S:1:pos:R:3:forces:R:3:nbo_charge:R:1 method="wB97M-V/def2-TZVPD" total_charge=0 e_lumo_ev=0.8 homo_ha=-0.28645
C -0.5850 1.4813 -0.6221 -0.0314 -0.1063 0.0790 -0.660
C -0.3459 -0.0032 -0.5282 0.0483 -0.0424 0.6141 0.320
C 1.0259 -0.5542 -0.6193 0.0092 -0.0384 0.0178 -0.553
C 0.9445 -0.5955 0.9089 0.2342 0.0781 -0.2330 0.175
O 1.3668 0.6129 1.4128 -0.3177 -0.2362 0.2010 -0.726
C -1.0727 -0.7920 0.7891 -0.2978 0.0867 -0.0391 -0.126
O -1.4642 -0.8333 -0.5843 0.1574 0.2175 -0.0217 -0.489
H -0.5429 1.8121 -1.6695 0.0081 -0.1662 0.2173 0.233
H 0.1856 2.0223 -0.0587 -0.1827 -0.1426 -0.1473 0.244
H -1.5745 1.7351 -0.2225 0.2020 -0.0772 -0.0784 0.222
H 1.1047 -1.5444 -1.0753 -0.0433 0.2258 0.1178 0.236
H 1.7593 0.1494 -1.0213 -0.1750 -0.1077 0.0908 0.231
H 1.2845 0.5488 2.3772 0.1015 0.0246 -0.4023 0.491
H -1.0552 -1.7991 1.2140 0.2012 0.4419 -0.1858 0.223
H -1.6233 -0.0631 1.3972 0.0861 -0.1577 -0.2302 0.180



Record 2
15
Properties=species:S:1:pos:R:3:forces:R:3:nbo_charge:R:1 method="wB97M-V/def2-TZVPD" total_charge=0 e_lumo_ev=0.8 homo_ha=-0.31698
C -1.8394 -0.2437 -0.2386 1.3666 -2.2703 -0.4140 -0.638
C -0.8130 0.8010 -0.0245 2.2470 -0.7828 -1.2005 0.084
O -0.4287 0.9191 1.3365 0.1931 0.1195 0.0885 -0.527
C 0.8765 0.4585 1.1068 0.3480 -0.2451 0.3601 0.079
C 0.9841 -0.9143 0.3472 -1.8376 -1.4380 -0.2105 -0.487
C 0.9758 0.3557 -0.3532 -2.6002 0.3831 0.0205 0.213
O 1.6952 0.9482 -1.3658 0.1111 -0.1981 0.2957 -0.680
H -1.1532 -1.2988 -0.2592 -2.5100 2.2997 -0.7770 0.182
H -2.4290 -0.5288 0.6360 -0.1244 0.7277 -0.0389 0.242
H -2.4500 -0.1044 -1.1430 0.2876 -0.2406 0.3740 0.226
H -0.8298 1.7290 -0.5894 -0.6259 0.2233 0.2977 0.198
H 1.5886 0.8020 1.8527 0.1737 -0.4125 -0.1385 0.205
H -0.0245 -1.5511 0.0848 2.7891 1.0293 1.1827 0.180
H 1.7603 -1.6484 0.5519 0.4286 0.7264 -0.1026 0.239
H 2.0870 0.2760 -1.9422 -0.2467 0.0786 0.2625 0.484



Record 3
15
Properties=species:S:1:pos:R:3:forces:R:3:nbo_charge:R:1 method="wB97M-V/def2-TZVPD" total_charge=0 e_lumo_ev=0.9 homo_ha=-0.37345
C -0.2985 -1.5272 3.2721 0.0310 0.3042 -0.3546 -0.207
C -0.2555 -0.7074 2.3929 -0.0382 -0.3176 0.3960 -0.035
C -0.2103 0.3121 1.3422 -0.0891 0.1059 0.1778 -0.133
O 0.3716 -0.2304 0.1798 0.0335 -0.0416 0.0332 -0.538
C 0.4817 0.7178 -0.8639 0.0115 0.1496 -0.1792 -0.093
C 0.9716 -0.0461 -2.0787 0.2121 0.3134 0.0261 -0.077
O 0.0682 -1.0697 -2.4226 -0.0637 -0.1923 0.1566 -0.712
H -0.3274 -2.2625 4.0464 -0.0050 0.1415 -0.1428 0.237
H -1.2298 0.6733 1.1311 0.1297 -0.0750 0.0274 0.197
H 0.3735 1.1770 1.6965 -0.0594 -0.1326 -0.0357 0.195
H -0.5017 1.1673 -1.0759 0.1101 -0.0724 0.0415 0.171
H 1.1826 1.5220 -0.5866 -0.0719 -0.1269 -0.0553 0.171
H 1.0457 0.6276 -2.9382 -0.0047 -0.0732 0.1248 0.183
H 1.9757 -0.4471 -1.8692 -0.1603 0.0300 -0.0359 0.165
H -0.0970 -1.5579 -1.6034 -0.0355 -0.0129 -0.1797 0.476



These records have E_tot values of -9404.8031; -9404.9253; -9406.9574 eV, in the order they appear.
These records have ΔE to the lowest compared entry with this formula, charge and spin values of 116.0; 113.2; 66.3 kcal/mol, in the order they appear.
These records have largest force on an atom values of 0.0120; 0.0679; 0.0099 hartree/bohr, in the order they appear.